{"formula": "C44H64Br12F9N2O2S", "method": "the ωB97M-V functional and the def2-TZVPD basis", "homo_ha": -0.3538, "charge": 1, "energy_ha": -34159.07610, "elements": ["C", "C", "C", "C", "C", "C", "C", "O", "C", "C", "C", "C", "C", "F", "F", "C", "F", "F", "S", "F", "F", "F", "F", "F", "N", "N", "C", "C", "C", "C", "C", "C", "C", "C", "C", "C", "C", "C", "C", "O", "C", "C", "C", "C", "C", "C", "H", "H", "H", "H", "H", "H", "H", "H", "H", "H", "H", "H", "H", "H", "H", "H", "H", "H", "H", "H", "H", "H", "H", "H", "H", "H", "H", "H", "H", "H", "H", "H", "H", "H", "H", "H", "H", "H", "H", "H", "Br", "C", "C", "Br", "H", "H", "H", "H", "Br", "C", "C", "Br", "H", "H", "H", "H", "Br", "C", "C", "Br", "H", "H", "H", "H", "Br", "C", "C", "Br", "H", "H", "H", "H", "Br", "C", "C", "Br", "H", "H", "H", "H", "Br", "C", "C", "Br", "H", "H", "H", "H"], "coordinates": [[2.1498, -5.5039, 0.6671], [1.8172, -4.2600, 0.8983], [1.5286, -2.7597, 1.3327], [0.6117, -2.3197, 2.5966], [-0.1323, -3.3374, 3.5846], [-1.1717, -4.3313, 2.8290], [-2.4082, -3.5576, 2.1563], [-2.9332, -4.1773, 0.9566], [-3.6885, -3.1106, 0.2958], [0.5783, -0.7588, 2.6981], [-0.2728, -0.1902, 3.9692], [-1.8383, -0.2337, 3.6077], [-2.7863, 0.4273, 4.7606], [-2.1817, -0.0053, 6.0047], [-4.0792, -0.1914, 4.5514], [-2.7923, 2.0168, 4.5695], [-2.8330, 2.4433, 3.1986], [-1.5314, 2.5156, 5.0696], [-4.1360, 2.9608, 5.4684], [-4.3688, 1.7897, 6.6324], [-5.3644, 2.4087, 4.4829], [-3.8602, 4.2702, 4.4144], [-2.9730, 3.6606, 6.4870], [-5.2815, 3.9095, 6.2705], [1.1393, 0.2556, 1.9064], [1.8873, -0.1231, 0.8741], [2.4906, 0.9907, 0.0278], [2.1983, 2.4180, 0.7685], [2.8644, 3.6694, 0.0047], [4.4985, 3.5874, 0.0453], [2.5072, 5.0910, 0.7300], [0.9353, 5.3183, 0.9625], [0.0336, 5.1744, -0.3660], [-1.2863, 5.7660, -0.3309], [-2.3001, 5.6187, 0.9118], [-1.8123, 6.6515, -1.5743], [2.0938, -1.5072, 0.6093], [3.0750, -1.8283, -0.6501], [2.2921, -1.8719, -2.0652], [2.9911, -2.1391, -3.1054], [0.7246, -1.6656, -2.2646], [-0.0096, -0.3070, -2.5114], [-1.5755, -0.2198, -2.7445], [-2.3802, -1.5807, -2.7405], [-1.7080, -2.9835, -2.4752], [-0.1487, -2.9773, -2.2471], [2.5097, -6.5669, 0.4913], [-0.7634, -2.7889, 4.3653], [0.6623, -3.9518, 4.1561], [-1.6065, -5.0055, 3.6711], [-0.6537, -5.0438, 2.1092], [-2.0264, -2.5045, 1.8675], [-3.2753, -3.3776, 2.9074], [-4.2025, -3.4812, -0.6756], [-4.4651, -2.6230, 1.0065], [-2.9963, -2.2428, -0.0497], [-0.0767, -0.8702, 4.8869], [0.1368, 0.8427, 4.2358], [-2.1383, -1.3556, 3.6078], [-2.0794, 0.1508, 2.5591], [3.6261, 0.8525, 0.0042], [2.0049, 1.0730, -1.0038], [2.6044, 2.4397, 1.8484], [1.0537, 2.5847, 0.7347], [2.4893, 3.6853, -1.0947], [4.7811, 3.8546, 1.1351], [4.9340, 4.3286, -0.7079], [4.9007, 2.5424, -0.1908], [2.9660, 5.9707, 0.1317], [3.0620, 5.0509, 1.7499], [0.5492, 4.5858, 1.7713], [0.7124, 6.3745, 1.3866], [0.4352, 4.6119, -1.2763], [-3.0209, 6.5193, 0.9908], [-2.9715, 4.6861, 0.8016], [-1.7500, 5.5596, 1.9256], [-1.1619, 6.5022, -2.5156], [-2.9212, 6.4092, -1.7882], [-1.7928, 7.7681, -1.2569], [3.9942, -1.1200, -0.6660], [3.5351, -2.8876, -0.5255], [0.5939, 0.6621, -2.5412], [-2.0973, 0.8125, -2.9500], [-3.5038, -1.4993, -2.9464], [-2.3399, -3.9448, -2.4886], [0.3607, -4.0006, -2.0661], [-5.5274, 8.8474, 6.0952], [-7.1500, 7.7787, 6.2556], [-7.2162, 6.7164, 5.1854], [-7.7282, 7.4819, 3.4649], [-7.9909, 8.4724, 6.2275], [-7.0931, 7.3242, 7.2462], [-7.9948, 5.9865, 5.4144], [-6.2702, 6.1959, 5.0341], [-0.1750, -6.1109, 0.0838], [-1.7406, -7.2772, 0.0537], [-1.6464, -8.2919, -1.0591], [-2.0464, -7.4827, -2.7876], [-2.6161, -6.6308, -0.0237], [-1.7450, -7.7719, 1.0272], [-2.3965, -9.0743, -0.9312], [-0.6606, -8.7504, -1.1433], [8.5781, -4.2361, -3.7185], [6.6722, -3.8264, -3.7567], [6.4318, -2.3586, -4.0066], [6.7625, -1.3036, -2.4007], [6.2529, -4.1779, -2.8135], [6.2693, -4.4267, -4.5742], [5.3842, -2.1771, -4.2540], [7.0633, -1.9451, -4.7935], [-4.6043, 4.5610, -2.5975], [-5.5294, 3.1599, -3.5867], [-5.6944, 1.9174, -2.7482], [-4.0224, 0.9173, -2.6284], [-4.9629, 2.9905, -4.5030], [-6.5018, 3.5854, -3.8399], [-6.4035, 1.2304, -3.2141], [-6.0144, 2.1252, -1.7267], [-1.9739, -6.4481, -6.1970], [-1.3228, -4.8710, -7.1411], [-0.4279, -4.0361, -6.2582], [-1.4665, -3.0015, -4.9685], [-2.1993, -4.3313, -7.5009], [-0.7665, -5.2611, -7.9953], [0.1113, -3.2931, -6.8493], [0.2879, -4.6281, -5.6866], [12.9499, -2.5269, -1.6337], [12.4394, -2.1211, -3.4710], [12.0632, -0.6687, -3.6269], [10.2829, -0.3190, -2.9129], [11.6333, -2.8063, -3.7357], [13.3213, -2.3566, -4.0691], [12.0038, -0.3979, -4.6826], [12.7483, 0.0115, -3.1201]], "mulliken_charge": [-0.468, -1.149, 0.765, 0.213, -0.785, -0.060, 0.043, -0.235, -0.518, 0.272, -0.883, -0.348, 0.770, -0.295, -0.288, 0.834, -0.250, -0.297, 1.213, -0.295, -0.279, -0.330, -0.315, -0.302, -0.821, 1.076, -0.263, -0.670, 0.187, -1.185, -1.026, -0.441, -0.251, 0.434, -0.974, -0.922, 0.890, -0.463, -0.377, -0.613, 0.983, -0.590, -0.365, -0.433, -0.995, 0.119, 0.485, 0.195, 0.477, 0.480, -0.563, -0.028, 0.339, 0.286, 0.280, 0.106, 0.399, 0.486, -0.477, 0.523, 0.263, -0.146, 0.296, 0.358, 0.241, 0.275, 0.350, 0.315, 0.317, 0.353, 0.099, 0.492, 0.245, 0.323, 0.189, 0.305, 0.290, 0.055, 0.288, 0.044, 0.444, 0.345, 0.436, 0.341, 0.330, 0.442, -0.135, -0.586, -0.310, -0.132, 0.396, 0.346, 0.349, 0.072, 0.044, -0.702, -0.736, -0.126, 0.347, 0.446, 0.423, 0.378, -0.142, -0.565, -0.466, -0.137, 0.315, 0.395, 0.197, 0.445, -0.060, -0.633, -0.681, 0.036, 0.388, 0.370, 0.387, 0.395, -0.149, -0.577, -0.735, 0.062, 0.368, 0.388, 0.383, 0.361, -0.121, -0.401, -0.597, -0.104, 0.172, 0.342, 0.334, 0.364]}


{"formula": "C51H48CrN7OP2S3Se2", "method": "the ωB97M-V functional and the def2-TZVPD basis", "homo_ha": [-0.4433, -0.4422], "charge": 2, "spin_multiplicity": 4, "e_above_lowest_kj_mol": 35.64, "energy_ha": -10154.99040, "elements": ["Cr", "Se", "Se", "C", "C", "C", "C", "C", "N", "C", "C", "C", "C", "C", "N", "H", "H", "H", "H", "H", "H", "H", "H", "S", "C", "N", "C", "P", "C", "C", "C", "C", "C", "C", "C", "C", "C", "C", "C", "C", "P", "C", "C", "C", "C", "C", "C", "C", "C", "C", "C", "C", "C", "H", "H", "H", "H", "H", "H", "H", "H", "H", "H", "H", "H", "H", "H", "H", "H", "H", "H", "H", "H", "H", "H", "S", "C", "N", "C", "C", "C", "N", "H", "H", "H", "H", "C", "C", "C", "N", "C", "S", "N", "C", "O", "C", "C", "C", "C", "C", "C", "H", "H", "H", "H", "H", "H", "H", "H", "H", "H", "H", "H", "H", "H"], "coordinates": [[-0.4066, 1.4043, 1.6685], [2.5274, 0.9321, 4.4327], [0.8365, -0.6250, 4.4622], [-0.5269, 0.6745, 4.7666], [-1.0425, 0.7520, 6.0499], [-1.8763, 1.8077, 6.3783], [-2.1298, 2.7616, 5.4116], [-1.5854, 2.5968, 4.1525], [-0.8192, 1.5525, 3.8037], [2.6922, 1.2842, 2.5537], [3.9606, 1.7463, 2.2014], [4.3077, 1.8413, 0.8723], [3.4008, 1.3831, -0.0799], [2.1618, 0.9820, 0.3532], [1.7547, 1.0036, 1.6447], [-0.7517, 0.0145, 6.7835], [-2.2785, 1.9007, 7.3779], [-2.7335, 3.6333, 5.6163], [-1.7748, 3.3215, 3.3785], [4.6721, 1.9919, 2.9787], [5.2853, 2.2035, 0.5855], [3.6499, 1.3164, -1.1304], [1.4409, 0.5786, -0.3441], [1.5374, 4.2808, 3.6542], [0.5471, 4.3039, 2.3624], [-0.1491, 3.3375, 1.7165], [0.4552, 1.7724, -2.4508], [-0.5356, 2.1606, -0.9563], [-0.1614, 3.8884, -0.6230], [-0.7080, 4.2743, 0.7168], [0.0090, 5.4202, 1.4471], [0.9887, 6.2039, 0.6410], [1.3008, 5.8599, -0.6082], [0.7805, 4.6305, -1.2155], [-2.2051, 2.1017, -1.6704], [-2.7962, 0.8596, -1.9019], [-4.0478, 0.7867, -2.4897], [-4.7271, 1.9519, -2.8309], [-4.1439, 3.1881, -2.5973], [-2.8806, 3.2640, -2.0252], [0.5380, -0.0241, -2.9281], [-0.0899, -0.0263, -4.6342], [0.4096, -0.9924, -5.5084], [-0.0827, -1.0851, -6.7994], [-1.0837, -0.2245, -7.2283], [-1.6028, 0.7200, -6.3571], [-1.1114, 0.8178, -5.0624], [2.3416, -0.1919, -3.1528], [3.0317, -1.1799, -2.4622], [4.4114, -1.2956, -2.5876], [5.1070, -0.4239, -3.4079], [4.4237, 0.5621, -4.1150], [3.0499, 0.6727, -3.9918], [1.4724, 2.1479, -2.3380], [-0.0227, 2.3597, -3.2382], [-1.8030, 4.3159, 0.7255], [-0.6636, 6.0779, 1.9990], [1.4407, 7.0708, 1.1046], [2.0007, 6.4518, -1.1810], [1.2371, 4.3113, -2.1442], [-2.2817, -0.0503, -1.6141], [-4.4906, -0.1792, -2.6959], [-5.7034, 1.8941, -3.2936], [-4.6643, 4.0956, -2.8721], [-2.4212, 4.2320, -1.8655], [1.1885, -1.6724, -5.1835], [0.3158, -1.8314, -7.4730], [-1.4606, -0.2933, -8.2397], [-2.3929, 1.3841, -6.6810], [-1.5572, 1.5426, -4.3905], [2.4897, -1.8731, -1.8331], [4.9378, -2.0736, -2.0505], [6.1799, -0.5160, -3.5101], [4.9636, 1.2299, -4.7728], [2.5211, 1.4269, -4.5644], [-2.8166, 1.7821, 1.3756], [-3.7304, 0.5882, 2.1821], [-4.9609, 0.3363, 1.6399], [-5.8464, -0.5154, 2.1899], [-5.4921, -1.1801, 3.3280], [-4.2118, -0.9124, 3.8283], [-3.3603, -0.0625, 3.2860], [-5.1883, 0.8267, 0.7815], [-6.7943, -0.6230, 1.6821], [-6.1622, -1.8732, 3.8101], [-3.8695, -1.4150, 4.7269], [2.5803, -3.9340, 3.6445], [2.5095, -4.3222, 2.1744], [2.3778, -3.1179, 1.2504], [1.1200, -2.3904, 1.4477], [0.1896, -2.0488, 0.5851], [-1.0713, -0.9368, 1.0338], [0.1569, -2.5360, -0.6685], [0.5004, -3.8250, -1.1882], [0.9234, -3.8866, -2.3115], [0.2212, -5.0040, -0.3357], [0.9698, -6.1568, -0.5624], [0.7346, -7.2876, 0.1998], [-0.2629, -7.2760, 1.1670], [-1.0288, -6.1365, 1.3733], [-0.7854, -4.9946, 0.6272], [2.6610, -4.8167, 4.2765], [1.6846, -3.3995, 3.9720], [3.4449, -3.3000, 3.8496], [1.6844, -5.0121, 2.0013], [3.4226, -4.8460, 1.8848], [2.4702, -3.3943, 0.2028], [3.1787, -2.4010, 1.4618], [0.9819, -1.9787, 2.3612], [-0.2694, -1.9168, -1.3610], [1.7295, -6.1516, -1.3325], [1.3197, -8.1815, 0.0347], [-0.4511, -8.1646, 1.7540], [-1.8197, -6.1438, 2.1109], [-1.3963, -4.1137, 0.7776]], "mulliken_charge": [1.165, 0.170, -0.047, -0.166, -0.769, -0.665, -1.149, -0.348, 1.385, -0.361, -0.807, -1.149, -0.821, 0.389, 1.426, 0.559, 0.470, 0.551, 0.328, 0.558, 0.490, 0.268, -0.074, -0.352, -0.311, 0.538, -2.416, 1.588, -1.072, -0.486, 0.280, -0.786, -0.985, 0.093, 0.920, 0.113, -0.943, -0.812, -0.909, -0.806, 1.539, 0.656, -0.887, -0.745, -0.573, -0.894, -0.112, -0.043, 0.055, -0.562, -0.743, -0.803, -0.348, 0.805, 1.348, 0.221, 0.457, 0.515, 0.452, 0.466, 0.207, 0.529, 0.489, 0.465, 0.461, 0.419, 0.428, 0.396, 0.454, 0.078, 0.384, 0.491, 0.447, 0.461, 0.443, -0.240, 0.038, 0.141, -0.047, -1.039, 0.044, -0.006, 0.138, 0.468, 0.445, 0.513, -1.239, -0.262, -0.689, 1.730, -1.518, -0.056, 0.841, -0.006, -0.532, 0.316, -0.622, -0.705, -0.408, -0.858, 0.114, 0.453, 0.124, 0.342, -0.122, 0.482, 0.278, 0.568, -0.798, -0.198, 0.499, 0.435, 0.425, 0.437, 0.501]}